Density functional theory data (ωB97M-V/def2-TZVPD) for an isolated molecule of CH2N3P at a distorted geometry.

Summary:
HOMO-LUMO gap ... 9.146 eV
Charge ... 0
Strongest force on any atom ... 7.61 eV Å⁻¹

Cartesian coordinates (Å):
C (0.982, 0.467, -0.162)
N (0.522, -0.589, -0.011)
N (1.051, 1.655, -0.007)
N (-2.238, 0.134, 0.176)
P (-1.233, -0.941, -0.081)
H (1.985, 1.596, 0.127)
H (-1.069, -2.322, -0.041)

=====

Density functional theory data (ωB97M-V/def2-TZVPD) for a structure of composition C37H76Ag2N4O7Zn at a distorted geometry.

Summary:
HOMO-LUMO gap (spin up / spin down) ... 2.964 / 2.338 eV
Multiplicity ... 3
Charge ... +2
Strongest force on any atom ... 7.18 eV Å⁻¹

Cartesian coordinates (Å):
Zn (-4.220, 2.956, -0.180)
Ag (-5.215, -1.616, -1.530)
Ag (-1.988, 1.766, -4.323)
C (-1.623, 0.471, -0.418)
O (-2.591, 0.412, 0.305)
O (-1.526, -0.267, -1.389)
O (-1.457, 1.660, -0.667)
C (0.157, 10.442, -2.433)
C (0.918, 10.110, -3.668)
C (2.304, 10.836, -3.677)
C (3.285, 10.296, -2.572)
C (3.406, 8.781, -2.857)
C (2.074, 7.960, -2.949)
N (1.032, 8.625, -3.758)
O (-0.180, 7.981, -3.754)
C (2.528, 6.718, -3.860)
C (1.512, 7.421, -1.549)
C (0.201, 10.709, -4.985)
H (0.525, 10.112, -1.461)
H (-0.811, 9.946, -2.497)
H (0.167, 11.515, -2.244)
H (2.760, 10.768, -4.665)
H (2.124, 11.880, -3.423)
H (2.774, 10.338, -1.611)
H (4.288, 10.712, -2.472)
H (4.077, 8.369, -2.103)
H (3.979, 8.827, -3.783)
H (3.543, 6.344, -3.726)
H (1.852, 5.882, -3.682)
H (2.559, 7.085, -4.886)
H (2.317, 6.831, -1.111)
H (1.430, 8.252, -0.848)
H (0.650, 6.754, -1.572)
H (0.345, 10.100, -5.877)
H (0.573, 11.688, -5.286)
H (-0.857, 10.946, -4.865)
H (-0.407, 8.183, -2.844)
C (1.441, -2.356, 3.431)
C (1.022, -2.135, 4.885)
C (2.188, -1.160, 5.464)
C (1.809, -0.412, 6.729)
C (0.360, 0.129, 6.742)
C (-0.753, -0.878, 6.276)
N (-0.334, -1.458, 4.944)
O (-1.354, -2.285, 4.451)
C (-1.089, -1.900, 7.420)
C (-2.038, 0.051, 6.078)
C (1.180, -3.433, 5.707)
H (0.585, -2.831, 2.953)
H (2.346, -2.920, 3.202)
H (1.387, -1.412, 2.888)
H (3.109, -1.712, 5.651)
H (2.530, -0.390, 4.773)
H (2.564, 0.355, 6.900)
H (1.838, -1.111, 7.565)
H (0.269, 1.020, 6.120)
H (0.188, 0.430, 7.775)
H (-1.856, -2.624, 7.145)
H (-0.196, -2.393, 7.805)
H (-1.481, -1.275, 8.223)
H (-2.388, 0.571, 6.970)
H (-1.875, 0.909, 5.426)
H (-2.890, -0.525, 5.717)
H (2.034, -3.352, 6.380)
H (1.353, -4.244, 4.999)
H (0.379, -3.719, 6.388)
H (-1.649, -1.764, 3.700)
C (4.550, 0.692, -0.938)
C (5.168, -0.402, -1.819)
C (6.149, -1.249, -0.854)
C (6.680, -2.527, -1.421)
C (5.559, -3.423, -1.910)
C (4.472, -2.710, -2.787)
N (4.169, -1.328, -2.368)
O (3.300, -0.650, -3.236)
C (5.021, -2.732, -4.240)
C (3.159, -3.431, -2.785)
C (6.101, 0.222, -2.983)
H (5.254, 1.391, -0.486)
H (3.843, 0.371, -0.173)
H (3.914, 1.292, -1.590)
H (6.926, -0.628, -0.409)
H (5.498, -1.638, -0.072)
H (7.246, -3.042, -0.645)
H (7.450, -2.289, -2.155)
H (5.085, -4.045, -1.151)
H (6.146, -4.114, -2.515)
H (4.404, -2.158, -4.932)
H (6.035, -2.370, -4.410)
H (5.064, -3.689, -4.759)
H (2.614, -3.254, -3.712)
H (3.397, -4.494, -2.745)
H (2.515, -3.318, -1.913)
H (6.668, -0.550, -3.504)
H (6.828, 0.893, -2.526)
H (5.415, 0.763, -3.635)
H (2.575, -0.763, -2.617)
C (-4.198, -6.132, -1.674)
C (-5.349, -6.586, -0.830)
C (-4.735, -7.017, 0.548)
C (-5.622, -7.232, 1.747)
C (-6.461, -6.006, 1.850)
C (-7.273, -5.578, 0.580)
N (-6.346, -5.490, -0.520)
O (-6.883, -5.064, -1.750)
C (-8.517, -6.477, 0.310)
C (-7.930, -4.146, 0.798)
C (-6.034, -7.811, -1.628)
H (-4.581, -5.874, -2.661)
H (-3.346, -6.803, -1.781)
H (-3.750, -5.302, -1.127)
H (-4.214, -7.963, 0.402)
H (-4.016, -6.269, 0.883)
H (-5.074, -7.369, 2.679)
H (-6.319, -8.064, 1.655)
H (-5.796, -5.179, 2.098)
H (-7.075, -6.221, 2.725)
H (-8.150, -7.465, 0.031)
H (-9.204, -6.507, 1.155)
H (-9.104, -6.080, -0.518)
H (-8.636, -3.960, 1.608)
H (-7.211, -3.326, 0.795)
H (-8.477, -3.798, -0.079)
H (-6.698, -7.490, -2.430)
H (-6.673, -8.447, -1.015)
H (-5.214, -8.365, -2.085)
H (-7.504, -5.765, -1.960)

=====

The total energy results, record by record, are as follows: -14823.741 -116278.690 eV.
The relative energy (zero: lowest compared OMol25 entry of this formula, charge and spin) results, record by record, are as follows: 278.9 1166.5 kJ/mol.